85
Properties=species:S:1:pos:R:3:forces:R:3:mulliken_charge:R:1 method="wB97M-V/def2-TZVPD" relative_energy_kj_mol=0.0 e_tot_ev=-157195.2436 spin_multiplicity=2 homo_ev="-7.2 / -7.1" s_squared=0.752 total_charge=-1 e_lumo_ha="-0.069 / -0.069" largest_force_ev_per_a=2.52
O 18.14945 16.72333 14.66371 -0.199 -0.690 0.601 -0.480
V 17.74328 15.33513 15.30361 1.341 0.595 1.965 0.495
O 18.06410 15.40354 16.87024 -0.162 0.096 -2.512 -0.329
Cu 13.59193 16.70816 16.69653 0.074 0.367 1.737 1.389
B 15.39998 15.41564 15.66887 0.103 0.390 0.686 2.725
H 15.64440 16.26834 16.44560 0.206 0.480 0.412 -0.237
H 15.93332 14.45917 16.00209 0.942 -1.542 0.953 0.012
H 14.28971 15.13161 15.63111 -1.445 -0.532 -0.580 -0.220
H 15.82214 15.68886 14.64343 0.352 0.743 -2.171 -1.027
B 13.40965 18.04785 14.97017 1.102 0.066 -0.645 1.630
H 13.05965 18.43801 15.99147 -0.685 1.096 1.471 -0.159
H 13.06004 18.74042 14.08015 -0.204 0.561 -0.286 -0.298
H 14.58424 17.89547 15.02558 0.462 0.126 -0.065 -0.441
H 12.89251 17.03303 14.82870 -0.812 -1.899 -0.820 -0.616
C 7.66861 12.84793 11.92138 -0.142 0.440 1.054 -0.880
N 8.74444 12.41099 12.83413 0.130 -0.190 0.079 0.119
C 9.20191 11.15764 12.79244 0.842 -0.555 -0.340 -0.225
C 10.40742 10.83564 13.37377 -0.220 0.109 0.287 -0.829
C 11.11113 11.81381 14.07290 0.498 0.096 0.606 0.825
C 10.52844 13.06015 14.28471 0.000 -0.127 -0.626 -0.680
C 9.35661 13.31631 13.62220 -0.876 0.591 0.613 -0.709
C 12.44747 11.54701 14.66958 -0.190 -0.196 -0.908 1.241
C 13.44966 12.49871 14.63025 0.440 0.454 0.601 -0.573
C 14.69021 12.21004 15.17770 -0.334 -0.191 -0.007 0.151
N 14.91347 11.01967 15.73066 0.222 -0.077 0.173 0.230
C 13.95661 10.08972 15.75619 -0.497 -0.587 0.649 -0.337
C 12.72085 10.28715 15.19911 -0.007 0.712 0.420 -0.995
C 16.21749 10.75133 16.39709 -0.520 -0.724 0.144 -0.827
H 6.92780 13.40550 12.49381 -0.087 -0.197 0.096 0.358
H 7.21694 11.96157 11.49738 0.009 0.142 -0.417 0.288
H 8.10242 13.57180 11.23854 -0.025 -0.399 -0.484 0.357
H 8.67293 10.39708 12.23649 -0.257 0.311 -0.174 0.386
H 10.77602 9.82404 13.28393 0.055 0.032 -0.048 0.544
H 11.01453 13.81605 14.89079 -0.145 0.231 0.225 0.794
H 8.75540 14.19925 13.80817 0.480 0.380 -0.237 0.539
H 13.35545 13.54333 14.35143 -0.463 -0.172 -0.271 0.446
H 15.47219 12.94661 15.23476 0.236 0.039 0.023 0.015
H 14.15125 9.22228 16.37068 0.221 -0.120 -0.259 0.366
H 11.90831 9.59554 15.36330 0.220 -0.307 -0.110 0.518
H 16.29361 9.67505 16.53336 0.033 -0.065 -0.242 0.404
H 16.18566 11.17583 17.39945 0.175 0.576 -0.208 0.262
H 16.98650 11.13480 15.73418 0.068 -0.034 0.535 0.333
C 15.88934 17.94925 12.66113 -0.014 -0.009 -0.354 -1.371
C 15.05441 17.28809 11.57044 -0.145 0.979 -0.219 0.828
C 15.49715 17.61973 10.16949 1.098 -0.623 -1.191 -0.888
O 14.84064 16.89211 9.13609 -0.665 -0.366 1.034 -0.332
C 13.49780 17.28034 8.87841 0.671 0.132 -0.934 -0.736
N 15.03268 15.81437 11.82443 -0.695 -1.211 1.399 0.254
H 14.35383 15.63553 12.57686 -0.018 0.463 -0.019 0.212
H 14.73812 15.19654 11.06308 0.538 0.519 -0.384 0.474
H 15.89293 15.42454 12.25720 0.370 0.422 -0.773 -0.246
H 15.56926 17.52962 13.61592 0.236 0.486 -0.090 -0.303
H 15.71099 19.02317 12.64224 -0.275 -0.035 0.242 0.508
H 16.96789 17.83299 12.54493 -0.047 -0.452 -0.199 0.421
H 14.01828 17.63022 11.63207 -0.049 -0.249 0.498 0.263
H 16.53922 17.32663 10.03090 0.089 0.147 0.192 0.312
H 15.40595 18.67886 9.91938 -0.042 0.213 0.611 0.416
H 13.52733 18.19420 8.27375 -0.224 0.004 -0.043 0.306
H 12.83063 17.48314 9.72074 0.292 -0.332 0.301 0.333
H 13.14340 16.45346 8.26671 -0.539 0.184 -0.001 0.239
B 18.24910 14.37448 11.71318 1.311 0.941 -0.399 -0.003
F 17.34640 15.00280 10.81669 -0.652 -0.394 -0.298 -0.401
F 19.41078 15.14491 11.66855 -0.086 -0.561 0.145 -0.360
F 17.65508 14.54175 13.01413 -0.889 -0.267 0.679 0.005
F 18.44810 13.03803 11.43665 -0.307 0.224 0.047 -0.333
B 19.27092 12.81849 15.48814 0.973 -0.596 0.706 0.215
F 20.08250 11.90098 14.82877 -0.656 0.325 0.317 -0.338
F 19.47571 12.82423 16.87270 -0.092 -0.093 -1.037 -0.376
F 19.52518 14.12842 14.92641 -0.931 0.335 0.243 -0.419
F 17.86699 12.56623 15.24565 0.341 0.756 -0.422 -0.164
B 14.08543 14.38153 19.21060 -0.098 -0.252 -0.340 0.082
F 13.06028 13.66391 19.85920 0.543 0.155 -0.229 -0.374
F 14.78819 13.51788 18.29737 -0.290 -0.005 0.228 -0.265
F 13.39003 15.35769 18.35014 0.536 0.301 -0.289 -0.290
F 14.94960 15.00749 20.06998 -0.360 -0.278 -0.191 -0.365
B 10.86136 15.83692 16.93397 0.361 1.737 -0.163 -0.194
F 9.98160 16.23145 15.90576 -0.381 -0.361 -0.160 -0.373
F 12.02309 15.30990 16.21414 -0.640 -1.533 -0.279 -0.299
F 11.43630 16.97501 17.54016 -0.646 -0.267 -0.006 -0.311
F 10.23612 15.01135 17.82132 0.255 -0.505 -0.262 -0.340
B 14.99764 18.50696 18.59877 1.042 0.176 -0.381 0.029
F 15.74391 17.31429 18.34621 -0.539 0.664 0.359 -0.330
F 15.11858 18.98442 19.90470 -0.257 -0.415 -0.604 -0.342
F 15.44068 19.48704 17.67013 -0.494 -0.384 0.477 -0.425
F 13.61280 18.15803 18.29323 0.435 -0.003 -0.132 -0.281